The following is a DFT calculation (wB97M-V/def2-TZVPD) of 13 unconnected molecules or ions with the total composition C41H126N15O13P5 at a distorted geometry.

Last column: Löwdin charge in e.
Atoms and positions in Å:
N -1.5890 -6.0624 -0.6185  -0.291
H 5.7177 -3.2894 -1.3923  0.088
H -5.1766 7.7530 -2.4481  0.097
C -1.1591 5.8811 -2.4944  -0.112
P 0.0796 3.5258 4.1292  0.532
H -3.0230 -7.5186 -1.0888  0.071
H -3.7958 1.9540 -3.9801  0.081
C 3.4693 1.8236 1.2357  -0.196
C 0.6893 -0.7945 -0.3209  -0.164
C 6.1275 -4.6788 3.2618  -0.109
N 0.1540 -7.4938 -2.1707  -0.298
H -2.4366 3.5804 1.7190  0.065
C 2.0925 -4.1697 2.4941  -0.136
N -1.0555 2.5725 4.8936  -0.290
C 2.9560 5.1608 -4.4267  -0.100
C -5.3736 1.4538 0.6746  -0.158
C -3.2112 2.8280 -4.2548  -0.094
H -1.1707 1.7776 0.1771  0.094
H -0.4954 -3.1393 3.3496  0.075
H -2.1819 -4.3670 0.4063  0.041
H 2.0257 6.1144 5.4482  0.101
H -4.6819 7.5152 -0.7685  0.087
C -4.6545 -0.8628 4.0225  -0.136
H -2.6995 3.9148 3.4654  0.076
H 4.0643 -2.1060 2.3983  0.052
C -4.4308 -2.8731 0.4980  -0.129
H -2.1764 -8.1781 -4.1832  0.080
H 1.4623 -6.5097 1.2891  0.070
H -0.9605 6.1875 -5.2788  0.078
H -3.5308 3.1831 -5.2178  0.077
H -3.3918 -5.1173 -4.1582  0.087
H -3.4643 -5.1765 -2.3951  0.073
N 4.1602 -3.6049 0.0294  -0.294
C 3.0326 -3.6362 -0.8885  -0.095
H -4.0177 -6.4802 -3.4098  0.083
N 4.2291 1.7584 -3.1341  -0.317
C -2.7401 -6.8444 -0.2981  -0.117
H -1.2497 7.7723 -4.5413  0.083
H -1.4530 6.0566 -1.4497  0.077
H 3.5430 0.4975 -4.5732  0.079
H 4.0260 4.2437 0.2975  0.070
H -2.5591 -7.4015 0.6195  0.086
O -4.4175 5.6659 -4.6545  -0.262
H -3.5982 -6.1969 -0.0318  0.084
N -1.8995 -6.3244 -3.3025  -0.298
H -2.3477 5.2013 2.3448  0.079
H 1.9307 -7.8125 -1.2067  0.081
C -1.6091 -0.3071 0.1452  -0.177
C 5.2806 -2.8339 -0.5014  -0.092
H 3.1431 -7.1243 1.3094  0.074
H -4.1844 -0.5195 4.9773  0.086
C -0.9457 2.3048 6.3338  -0.078
H -1.6150 5.5721 5.0038  0.075
C -1.6982 -7.2113 -4.3948  -0.127
C 1.7098 -0.2695 3.6294  -0.092
C -0.0119 4.3136 1.5038  -0.087
N 5.2017 -3.9414 2.4212  -0.305
H -0.0240 1.6966 6.5026  0.097
H 2.8164 2.7758 2.7499  0.023
H 2.3946 1.6176 1.0739  0.068
H 0.9304 -1.1672 -1.3149  0.093
H -2.1233 -0.1308 -0.8135  0.130
O -2.2790 -1.0360 -4.0388  -0.111
H 2.1042 -7.9433 -2.9384  0.083
H -5.5474 5.4863 -0.4382  0.078
P -0.7836 -6.0980 -2.0931  0.543
H -2.5765 6.9164 -5.3867  0.080
H -5.3870 1.8145 -0.3503  0.059
C -1.6140 1.4634 4.1341  -0.095
H 3.5598 5.9814 -4.7848  0.081
H -3.4197 7.8312 -1.9490  0.077
N 3.4858 3.8834 -1.6827  -0.298
H -4.7100 -2.3625 1.4204  0.067
H -1.7183 -0.9533 -4.8206  0.083
C 2.4209 -6.4830 1.8345  -0.097
H -2.9030 4.0351 -1.1874  0.059
H 5.2310 -0.0731 -3.2149  0.087
O -4.0831 1.4922 1.2257  -0.150
H 5.2975 4.0897 -5.7812  0.087
H 1.0771 4.3950 1.6874  0.092
H 3.6478 3.6286 -6.4512  0.098
H -2.2518 -6.7964 -5.2549  0.096
H 3.7643 2.1481 0.2225  0.053
N -4.2467 5.9230 -2.0382  -0.319
N -0.6985 4.0143 2.7589  -0.279
H 2.1043 -3.1408 2.1071  0.067
H -5.2699 4.1860 -1.6060  0.072
C -2.1368 4.1661 2.5787  -0.106
H -2.9519 -0.8291 3.1414  0.054
H -1.1308 0.5486 4.4885  0.074
P -3.6135 5.4388 -3.4645  0.448
H -1.4827 -2.9114 -3.5591  0.069
P 4.4305 3.4209 -2.9599  0.445
H -0.8840 3.2009 6.9384  0.070
H 1.5259 -1.0861 0.3408  0.097
C -1.3046 -4.9979 0.2907  -0.128
O -1.9054 -1.9298 4.1498  -0.124
H -0.2951 6.7878 4.9376  0.093
C 4.9897 -2.5463 2.7781  -0.125
H 1.6026 4.8884 6.7489  0.078
H 5.0692 4.8777 -0.9976  0.066
C -0.3409 -8.8425 -2.3484  -0.130
H -2.6456 1.3351 4.4072  0.080
H -1.8812 -3.9090 4.2344  0.092
H -0.2966 6.5478 -2.6624  0.087
O 3.6804 2.7526 2.2517  -0.140
H -0.4067 0.9414 1.5170  0.116
H -1.4605 1.6729 3.0937  0.057
H -0.8067 4.8380 -2.5738  0.067
H -0.6132 -1.9156 1.1419  0.098
H 1.7793 -0.6106 2.5859  0.060
H -6.3513 5.6693 -1.9694  0.096
H 4.8782 -1.8448 -0.7840  0.070
H 3.4574 5.6513 -0.6663  0.081
C -1.6967 6.7847 -4.7266  -0.115
H -0.6783 5.9299 6.4690  0.079
H 2.7256 -0.2248 4.0583  0.095
O 0.9326 -1.2050 4.4455  -0.140
H -2.3304 -1.9930 -2.2875  0.061
H 4.7384 2.4990 -5.4948  0.085
O 0.0468 -4.8967 -2.2534  -0.284
H 2.0814 4.9494 -5.0880  0.092
H -6.1464 1.9545 1.2611  0.075
C -5.4373 5.2753 -1.4948  -0.094
H -0.4178 5.2188 1.1025  0.070
H -4.0073 0.8738 1.9801  0.022
O 0.4556 0.6257 -0.3238  -0.149
C -0.7311 0.8379 0.4644  -0.198
C 4.0490 4.7388 -0.6831  -0.115
H 2.2274 -6.7655 2.8858  0.088
H -4.6603 -1.9700 4.1314  0.087
H 2.5702 5.3806 -3.4256  0.066
H -3.6482 2.5590 -1.6312  0.075
H -3.7510 -2.2092 -0.0664  0.075
C 5.1198 0.7701 -2.5048  -0.080
H -0.4636 -4.3702 -0.0239  0.066
H 3.2691 -4.1200 -1.8172  0.078
H -1.0534 -1.4722 4.1756  0.047
H -0.6608 -7.3807 -4.6181  0.083
H -0.1371 3.5805 0.7192  0.056
H -2.3635 -0.4123 0.9032  0.084
H -0.7084 -1.5376 -2.7835  0.075
H 2.1743 -4.1714 -0.4373  0.075
O 1.4052 2.9066 3.7303  -0.310
H 2.4266 4.4155 5.2676  0.073
H -5.7279 0.4266 0.6360  0.073
N 2.9152 -5.1143 1.8146  -0.316
H 6.4727 -5.5717 2.7342  0.073
H 7.0064 -4.0628 3.4764  0.082
H -5.6749 -0.4750 3.8986  0.094
H 5.7851 -1.8905 2.3933  0.080
O -3.8584 -0.5274 2.9110  -0.194
H 2.4158 -4.1390 3.5575  0.093
O 5.7991 3.7623 -2.7324  -0.251
H 2.5473 1.9056 -4.3066  0.077
H 1.6608 4.3250 -0.7905  0.064
H -2.1116 -3.2858 2.6243  0.067
H 4.6437 0.4632 -1.5500  0.068
H -5.4996 -3.6113 -0.9985  0.064
O 5.1181 -5.9885 0.7758  -0.289
C -1.5878 -3.1118 3.5618  -0.168
H 3.9914 0.8840 1.4837  0.076
C 4.3578 3.5447 -5.5928  -0.117
H -2.2110 2.4195 -4.3234  0.074
H -1.7890 1.6577 6.6233  0.090
C 1.6674 5.0776 5.6817  -0.091
H 1.4274 3.5779 -2.3653  0.071
O -5.6842 -3.1697 -0.1598  -0.122
C -2.8877 3.2880 -1.9441  -0.131
N -3.3395 3.8245 -3.2143  -0.285
C -0.6534 -1.4451 0.1608  -0.149
C -4.3736 7.3264 -1.8121  -0.133
H -0.0822 -9.2663 -3.3156  0.078
H 1.2975 0.7380 3.6997  0.041
H 5.6878 -4.9541 4.2424  0.086
C -1.6700 -1.9270 -3.1409  -0.164
C 1.6074 -7.3667 -2.1617  -0.092
H -1.4376 -8.8923 -2.3279  0.070
H 0.0427 -9.5238 -1.5937  0.083
H -1.0890 -5.3839 1.2725  0.074
H 1.0578 -4.5081 2.4824  0.059
H -1.9332 2.8026 -1.9714  0.071
H -0.9237 -2.2363 -0.5060  0.068
H 1.9316 -6.3409 -2.1839  0.052
H 1.8610 2.5425 -0.9623  0.054
C -3.2213 -5.7538 -3.2844  -0.122
H 6.0295 -2.6732 0.2868  0.075
H 2.5113 0.6772 -3.0912  0.080
H 6.0912 1.2186 -2.2890  0.078
N 0.3658 4.7812 5.0870  -0.315
C 2.0314 3.5195 -1.4385  -0.058
P 4.4275 -4.7563 1.2023  0.508
N 3.7836 3.9808 -4.3472  -0.332
H 4.9692 -2.4080 3.8711  0.087
C 3.1690 1.1646 -3.8116  -0.169
H 2.7167 -2.6233 -1.1161  0.061
H -3.9237 -3.8383 0.7064  0.052
C -0.6155 5.8251 5.3844  -0.092
N -2.1514 6.1888 -3.4974  -0.309
H 1.5336 -1.9240 4.6208  0.061

Computed properties:
- charge = 0
- lowest unoccupied orbital energy (hartree) = 0.0118
- HOMO energy (Ha) = -0.2971
- F_max (eV Å⁻¹) = 3.5
- 2S+1 = 1
- total energy (eV) = -139978.015